This record from the OMol25 dataset describes a 2-piece molecular cluster, N4 overall. The level of theory is ωB97M-V/def2-TZVPD.

Output
* SMILES: N#N.N#N
* frontier orbital gap: 16.46 eV

The geometry in XYZ format:
```
4
Properties=species:S:1:pos:R:3:mulliken_charge:R:1
N 1.057 0.958 -1.254 0.013
N 0.167 1.327 -0.759 -0.013
N -0.135 -1.342 0.831 -0.014
N -1.089 -0.942 1.183 0.014
```